--- a ---
Cl2H2NP | wB97M-V/def2-TZVPD

Calculated values
Kohn-Sham gap (spin up / spin down) = 6.31 / 6.31 eV

Each line ends with the Löwdin charge.
Atoms and positions in Å:
N: 0.202 -0.108 0.899  -0.32
P: -0.678 0.997 0.034  0.47
Cl: -1.287 -1.518 -2.019  -0.56
Cl: 0.748 1.608 -1.095  0.27
H: 0.028 -0.350 1.859  0.04
H: 0.987 -0.629 0.322  0.10



--- b ---
Cl2H2NP | wB97M-V/def2-TZVPD

Calculated values
Kohn-Sham gap (spin up / spin down) = 7.95 / 8.17 eV

Each line ends with the Löwdin charge.
Atoms and positions in Å:
N: 0.799 0.069 -0.309  -1.31
P: -0.473 -0.215 0.753  0.58
Cl: 0.909 -1.411 -1.305  0.40
Cl: 2.363 0.382 0.417  0.45
H: -0.885 1.162 0.934  -0.16
H: -2.713 0.013 -0.490  0.04



Quick ranking, most stable first: a, b.